(1)
{"formula": "C9H16N2O2S", "method": "wB97M-V/def2-TZVPD", "homo_lumo_gap_ha": 0.3196, "spin_multiplicity": 1, "e_lumo_ev": 0.26, "symbols": ["C", "C", "C", "C", "C", "C", "C", "C", "C", "N", "N", "O", "O", "S", "H", "H", "H", "H", "H", "H", "H", "H", "H", "H", "H", "H", "H", "H", "H", "H"], "positions_angstrom": [[-0.584, 1.542, -1.307], [0.883, 2.213, 0.631], [0.400, 2.129, 2.077], [-1.131, 0.229, 0.967], [0.283, 1.118, -0.355], [-2.414, 0.931, 1.160], [0.541, -3.182, -2.280], [0.275, -2.185, -1.264], [1.222, -0.852, -1.484], [-1.446, 1.950, -1.939], [1.267, 0.164, -0.453], [1.147, -0.446, 2.145], [-0.663, 0.313, 3.656], [-0.013, 0.426, 2.376], [0.774, 3.174, 0.111], [1.979, 1.987, 0.405], [1.239, 2.489, 2.682], [-0.504, 2.794, 2.061], [-1.096, -0.869, 0.455], [-2.933, 0.217, 1.821], [-2.831, 0.946, 0.167], [-2.116, 1.917, 1.605], [0.659, -2.816, -3.270], [1.444, -3.804, -2.166], [-0.214, -4.012, -2.260], [0.216, -2.575, -0.322], [-0.802, -1.999, -1.522], [2.247, -1.257, -1.773], [0.722, -0.488, -2.439], [1.452, -0.053, 0.514]], "nbo_charge": [0.229, -0.431, -0.702, -0.479, 0.123, -0.679, -0.612, -0.426, -0.220, -0.287, -0.637, -0.952, -0.925, 2.141, 0.239, 0.247, 0.274, 0.255, 0.267, 0.246, 0.243, 0.213, 0.208, 0.201, 0.215, 0.207, 0.192, 0.210, 0.209, 0.430]}



(2)
{"formula": "C9H16N2O6", "method": "wB97M-V/def2-TZVPD", "homo_lumo_gap_ha": 0.3509, "spin_multiplicity": 1, "smiles": "C[C@@H](O)[C@H](N)C(=O)N[C@@H](CCC(=O)O)C(=O)O", "e_lumo_ev": 0.25, "symbols": ["C", "C", "O", "C", "N", "C", "O", "N", "C", "C", "C", "C", "O", "O", "C", "O", "O", "H", "H", "H", "H", "H", "H", "H", "H", "H", "H", "H", "H", "H", "H", "H", "H"], "positions_angstrom": [[2.510, -2.388, -1.465], [1.545, -1.413, -2.125], [0.218, -1.736, -1.976], [1.842, 0.064, -1.613], [3.182, 0.576, -1.846], [1.349, 0.028, -0.118], [2.185, 0.010, 0.835], [0.006, -0.304, 0.063], [-0.727, -0.119, 1.269], [-1.898, 0.821, 1.336], [-1.405, 2.429, 1.436], [-2.418, 3.438, 0.955], [-2.373, 4.272, 0.114], [-3.649, 3.368, 1.620], [-1.590, -1.391, 1.103], [-1.963, -1.842, 0.100], [-1.953, -1.849, 2.348], [3.533, -1.854, -1.648], [2.447, -3.404, -1.803], [2.582, -2.386, -0.378], [1.745, -1.468, -3.276], [0.213, -2.634, -1.499], [0.930, 0.490, -2.071], [3.540, 1.525, -2.154], [3.658, 0.438, -1.065], [-0.374, -0.954, -0.667], [-0.184, -0.118, 2.214], [-2.796, 0.656, 1.997], [-2.436, 0.925, 0.372], [-0.359, 2.392, 1.151], [-1.338, 2.695, 2.530], [-3.633, 2.508, 2.013], [-2.389, -2.775, 2.250]], "nbo_charge": [-0.695, 0.111, -0.708, -0.157, -0.849, 0.685, -0.641, -0.709, -0.162, -0.415, -0.534, 0.773, -0.532, -0.681, 0.827, -0.580, -0.703, 0.250, 0.216, 0.228, 0.179, 0.493, 0.225, 0.400, 0.368, 0.466, 0.250, 0.230, 0.231, 0.250, 0.229, 0.461, 0.496]}



(3)
{"formula": "C9H16N3O", "method": "wB97M-V/def2-TZVPD", "homo_lumo_gap_ha": 0.3208, "charge": 1, "spin_multiplicity": 1, "e_lumo_ev": -3.02, "symbols": ["C", "C", "N", "N", "N", "H", "H", "H", "H", "H", "H", "H", "H", "C", "C", "C", "C", "C", "C", "C", "O", "H", "H", "H", "H", "H", "H", "H", "H"], "positions_angstrom": [[2.243, -2.652, -0.641], [0.341, -3.101, 0.950], [-0.481, -2.524, 1.914], [1.114, -2.367, 0.188], [-0.038, -4.386, 0.699], [-0.170, -1.609, 2.231], [-1.385, -2.940, 2.008], [0.802, -1.406, 0.001], [-0.499, -4.815, 1.503], [0.465, -4.851, -0.027], [2.964, -3.465, -0.139], [2.932, -1.842, -0.809], [1.972, -3.197, -1.567], [-1.671, 3.837, -2.335], [0.110, 1.326, 0.529], [-1.150, 1.819, 0.760], [0.841, 1.495, -0.584], [-1.629, 2.754, -0.187], [0.152, 2.186, -1.622], [-1.015, 2.881, -1.431], [0.715, 0.488, 1.538], [0.766, 1.099, 2.287], [-1.757, 1.601, 1.648], [1.720, 1.037, -0.948], [-2.380, 3.376, 0.275], [0.677, 2.349, -2.546], [-2.593, 4.291, -1.975], [-1.885, 3.496, -3.371], [-0.926, 4.739, -2.434]], "nbo_charge": [-0.443, 0.689, -0.786, -0.570, -0.760, 0.446, 0.419, 0.450, 0.428, 0.425, 0.224, 0.252, 0.217, -0.634, 0.244, -0.271, -0.284, -0.157, -0.166, -0.050, -0.760, 0.492, 0.230, 0.230, 0.224, 0.215, 0.232, 0.235, 0.227]}